{
  "formula": "C72H152N8O8",
  "method": "ωB97M-V with the def2-TZVPD basis set",
  "multiplicity": 2,
  "s_squared": 0.750,
  "charge": -1,
  "e_homo_ev": [0.717, -6.102],
  "e_above_lowest_ev": 0.9898,
  "energy_ha": -3873.76702,
  "lumo_ev": [1.9, 2.0],
  "elements": ["C", "C", "C", "C", "C", "C", "N", "O", "C", "C", "C", "H", "H", "H", "H", "H", "H", "H", "H", "H", "H", "H", "H", "H", "H", "H", "H", "H", "H", "H", "C", "C", "C", "C", "C", "C", "N", "O", "C", "C", "C", "H", "H", "H", "H", "H", "H", "H", "H", "H", "H", "H", "H", "H", "H", "H", "H", "H", "H", "H", "C", "C", "C", "C", "C", "C", "N", "O", "C", "C", "C", "H", "H", "H", "H", "H", "H", "H", "H", "H", "H", "H", "H", "H", "H", "H", "H", "H", "H", "H", "C", "C", "C", "C", "C", "C", "N", "O", "C", "C", "C", "H", "H", "H", "H", "H", "H", "H", "H", "H", "H", "H", "H", "H", "H", "H", "H", "H", "H", "H", "C", "C", "C", "C", "C", "C", "N", "O", "C", "C", "C", "H", "H", "H", "H", "H", "H", "H", "H", "H", "H", "H", "H", "H", "H", "H", "H", "H", "H", "H", "C", "C", "C", "C", "C", "C", "N", "O", "C", "C", "C", "H", "H", "H", "H", "H", "H", "H", "H", "H", "H", "H", "H", "H", "H", "H", "H", "H", "H", "H", "C", "C", "C", "C", "C", "C", "N", "O", "C", "C", "C", "H", "H", "H", "H", "H", "H", "H", "H", "H", "H", "H", "H", "H", "H", "H", "H", "H", "H", "H", "C", "C", "C", "C", "C", "C", "N", "O", "C", "C", "C", "H", "H", "H", "H", "H", "H", "H", "H", "H", "H", "H", "H", "H", "H", "H", "H", "H", "H", "H"],
  "positions_angstrom": [[5.1778, -4.9805, -6.2716], [4.8277, -3.4489, -6.0719], [4.6828, -2.6666, -7.3695], [3.5044, -3.0174, -8.1656], [2.3236, -2.7321, -7.2872], [2.3308, -3.3602, -5.8873], [3.5980, -3.2741, -5.1760], [3.5988, -4.0650, -4.0924], [1.2401, -2.6814, -4.9946], [1.9013, -4.9702, -6.1723], [5.9462, -2.6891, -5.3414], [6.2073, -5.0201, -6.6276], [4.4418, -5.3063, -7.0065], [5.1073, -5.5269, -5.3310], [4.6109, -1.5819, -7.2901], [5.5000, -3.0072, -8.0054], [3.5664, -3.8904, -8.8154], [3.3060, -2.2226, -8.8847], [1.4428, -3.1769, -7.7503], [2.0572, -1.6811, -7.1752], [1.1774, -3.3577, -4.1421], [1.6471, -1.6876, -4.8078], [0.2831, -2.5482, -5.4991], [2.1267, -5.3689, -7.1615], [2.3048, -5.6180, -5.3941], [0.8456, -5.1278, -5.9516], [5.6124, -1.6908, -5.0584], [6.7938, -2.5395, -6.0102], [6.2750, -3.2423, -4.4617], [3.6271, -3.4728, -3.3374], [-0.8011, -1.6089, 1.1604], [0.1053, -0.3270, 1.0173], [0.9686, -0.3613, -0.2914], [0.2298, 0.0043, -1.5922], [-0.6152, 1.2991, -1.2982], [-1.5045, 1.4154, -0.0931], [-0.7519, 0.9547, 1.1207], [-1.4339, 1.0720, 2.2986], [-1.8645, 2.9156, 0.2138], [-2.8490, 0.7164, -0.3239], [1.1186, -0.2676, 2.1513], [-1.4146, -1.7942, 2.0421], [-0.2691, -2.4742, 0.7651], [-1.7028, -1.4843, 0.5608], [1.8747, 0.2342, -0.1805], [1.3183, -1.3815, -0.4497], [-0.5639, -0.7327, -1.7145], [0.9452, -0.0289, -2.4139], [-1.1239, 1.4796, -2.2451], [0.1560, 2.0610, -1.1850], [-2.4225, 3.2108, 1.1024], [-0.9714, 3.5266, 0.3447], [-2.6589, 3.2130, -0.4707], [-3.4874, 1.4484, -0.8184], [-2.8533, -0.0508, -1.0982], [-3.3254, 0.3713, 0.5937], [1.5135, 0.7057, 2.4428], [1.9785, -0.9363, 2.1153], [0.6112, -0.5642, 3.0693], [-1.0048, 1.8095, 2.7386], [-5.7310, -2.4677, 0.6941], [-6.5337, -1.4950, 1.7043], [-5.7673, -1.4426, 3.0415], [-6.2442, -0.3655, 3.9942], [-6.0625, 0.9497, 3.3032], [-6.7896, 1.0282, 1.9582], [-6.4601, -0.0971, 1.0820], [-6.8955, -0.0407, -0.2158], [-8.2360, 1.1448, 2.2810], [-6.3718, 2.3919, 1.3350], [-7.9212, -1.9215, 1.8129], [-6.2887, -2.6844, -0.2170], [-5.6210, -3.4056, 1.2384], [-4.7873, -2.1152, 0.2777], [-5.9763, -2.4295, 3.4543], [-4.6846, -1.4797, 2.9209], [-5.6179, -0.3458, 4.8860], [-7.2766, -0.4649, 4.3295], [-5.0045, 1.2113, 3.2879], [-6.6957, 1.5509, 3.9557], [-8.8357, 1.0185, 1.3796], [-8.6727, 0.3387, 2.8706], [-8.4804, 2.1555, 2.6076], [-6.8489, 3.1842, 1.9117], [-5.2931, 2.5484, 1.3414], [-6.7651, 2.4257, 0.3190], [-8.5853, -1.6037, 1.0091], [-8.4348, -1.5760, 2.7101], [-8.1016, -2.9873, 1.6735], [-7.8376, -0.1651, -0.0798], [-6.7213, -1.5904, -4.3972], [-5.3614, -0.9389, -4.6448], [-4.4913, -2.0860, -5.2927], [-3.3784, -1.4059, -6.2322], [-4.0670, -0.4307, -7.1691], [-4.7628, 0.8271, -6.5268], [-5.5474, 0.2931, -5.4504], [-6.3637, 1.2905, -4.8681], [-3.7802, 1.9236, -6.2912], [-5.6391, 1.5344, -7.6087], [-4.7775, -0.6067, -3.2738], [-7.4938, -0.8328, -4.2651], [-6.7954, -2.1999, -3.4966], [-7.1228, -2.0832, -5.2826], [-3.9604, -2.6538, -4.5286], [-5.1321, -2.8251, -5.7736], [-2.8729, -2.1591, -6.8366], [-2.5662, -1.0129, -5.6207], [-4.6762, -0.8327, -7.9786], [-3.2302, -0.1024, -7.7857], [-3.1931, 1.7921, -5.3823], [-3.1118, 2.1319, -7.1266], [-4.1146, 2.9194, -6.0004], [-6.4339, 1.0045, -8.1337], [-6.2317, 2.2937, -7.0984], [-5.0492, 2.0232, -8.3841], [-3.9660, 0.1208, -3.2645], [-4.4247, -1.3298, -2.5383], [-5.5998, -0.1665, -2.7098], [-7.1788, 0.9468, -5.2410], [6.6747, -2.1568, -1.6913], [5.8649, -2.4218, -0.4064], [6.6864, -3.2761, 0.6378], [7.6744, -2.4716, 1.4640], [6.8193, -1.3420, 2.1871], [6.1261, -0.3450, 1.1706], [5.3035, -1.2368, 0.3283], [4.5180, -0.4173, -0.5660], [5.3125, 0.5937, 2.1502], [7.0883, 0.5739, 0.3716], [4.6674, -3.3029, -0.8031], [7.6129, -1.6045, -1.6375], [6.2600, -1.3147, -2.2455], [6.8594, -2.9613, -2.4032], [5.9612, -3.7096, 1.3265], [7.2125, -4.0776, 0.1192], [8.4806, -2.1458, 0.8068], [8.1643, -3.1019, 2.2061], [7.4984, -0.8283, 2.8675], [6.0236, -1.8540, 2.7282], [4.7702, 1.4075, 1.6689], [4.6949, -0.0356, 2.7910], [5.9620, 1.1844, 2.7962], [6.5586, 1.3692, -0.1528], [7.8101, 1.1582, 0.9423], [7.7509, -0.0107, -0.2666], [4.0765, -3.7328, 0.0057], [4.9080, -4.1535, -1.4407], [4.0417, -2.6932, -1.4548], [3.6354, -0.7939, -0.5368], [5.4259, -2.7950, 7.7815], [5.7078, -2.5303, 6.2537], [6.9156, -3.4235, 5.7286], [6.4329, -4.8243, 5.3615], [5.2697, -4.6834, 4.3483], [3.9763, -3.8211, 4.8414], [4.4261, -2.5986, 5.5364], [3.3734, -1.9473, 6.0812], [3.2209, -3.3749, 3.4752], [2.8953, -4.5563, 5.7528], [6.1446, -1.0978, 6.1711], [4.9947, -3.7851, 7.9290], [4.7759, -2.0163, 8.1805], [6.4115, -2.7760, 8.2467], [7.5842, -2.8678, 5.0711], [7.6919, -3.5942, 6.4745], [6.0502, -5.2508, 6.2887], [7.1505, -5.4256, 4.8033], [5.1032, -5.6991, 3.9895], [5.6954, -4.0772, 3.5487], [2.4135, -2.6881, 3.7293], [3.9317, -2.7509, 2.9335], [3.1091, -4.3405, 2.9820], [2.7032, -5.6073, 5.5368], [3.4162, -4.6764, 6.7027], [1.9782, -3.9679, 5.7798], [7.1817, -1.0054, 6.4937], [5.5062, -0.5519, 6.8657], [6.0855, -0.6151, 5.1956], [2.7463, -2.6224, 6.3505], [-4.8463, 3.9295, -3.0823], [-3.9525, 5.1919, -3.5673], [-4.7314, 5.8700, -4.7365], [-4.2727, 7.3297, -5.0664], [-4.4144, 8.1942, -3.7596], [-3.6685, 7.6085, -2.5273], [-3.9672, 6.1944, -2.4336], [-3.5180, 5.6752, -1.2527], [-2.1831, 7.8113, -2.8621], [-4.1046, 8.4554, -1.2476], [-2.5871, 4.5366, -3.7438], [-5.7061, 4.3644, -2.5726], [-4.3239, 3.2844, -2.3758], [-5.2742, 3.3766, -3.9185], [-4.6095, 5.3052, -5.6608], [-5.7836, 6.0060, -4.4868], [-4.8951, 7.7394, -5.8620], [-3.2176, 7.3161, -5.3397], [-5.4520, 8.4714, -3.5737], [-4.0122, 9.1707, -4.0294], [-1.7278, 8.8015, -2.8420], [-1.7102, 7.3940, -1.9732], [-1.7380, 7.2279, -3.6681], [-5.1052, 8.5480, -0.8252], [-3.4337, 8.0857, -0.4722], [-3.5707, 9.3763, -1.4819], [-1.9313, 5.1466, -4.3650], [-2.5081, 3.6109, -4.3138], [-2.0673, 4.1706, -2.8584], [-4.3043, 5.3026, -0.8471], [3.8898, 2.0128, 5.3562], [2.6626, 2.3318, 6.2113], [1.5781, 2.8816, 5.1775], [0.0974, 2.6567, 5.6721], [-0.1917, 1.2344, 6.0570], [0.7500, 0.8139, 7.1836], [2.2186, 1.0008, 6.7118], [3.1798, 0.5383, 7.6500], [0.3900, 1.5129, 8.5339], [0.4127, -0.7580, 7.2920], [2.8991, 3.5137, 7.2441], [4.5480, 2.7760, 4.9409], [3.5783, 1.4515, 4.4753], [4.7077, 1.4763, 5.8374], [1.7710, 3.9536, 5.1379], [1.7578, 2.4344, 4.1998], [-0.6740, 2.7678, 4.9100], [-0.2641, 3.3064, 6.4692], [-0.1973, 0.7213, 5.0953], [-1.1922, 1.1631, 6.4838], [1.1353, 1.5414, 9.3287], [0.3601, 2.5872, 8.3520], [-0.5873, 1.2394, 8.9316], [-0.6433, -0.9777, 7.4489], [0.5852, -1.0420, 6.2539], [1.1177, -1.3125, 7.9113], [2.0230, 3.7407, 7.8516], [2.9087, 4.4423, 6.6734], [3.7833, 3.3743, 7.8660], [3.2774, -0.3852, 7.4068]],
  "forces_ev_per_angstrom": [[-0.4147, 2.0464, -0.1857], [0.0651, 0.1697, 2.1641], [0.6942, -1.2136, -0.8987], [-1.7163, 1.6018, -1.0110], [-1.6875, -1.3586, 0.9458], [-1.6596, -2.7497, -0.7245], [0.4844, 2.4191, -3.9523], [0.2859, -1.7352, 1.7656], [1.2984, -0.8155, -1.0041], [0.0006, 1.3345, 1.5782], [0.2002, -0.5250, 0.0966], [-0.0843, -0.2714, -0.2734], [0.3813, -0.6674, 0.0204], [-0.1829, 0.1012, -0.1250], [0.7157, -0.0286, 0.6927], [0.8289, 0.6774, 0.3032], [-0.3422, -0.5871, 0.7872], [0.7233, 0.0773, -0.6830], [-0.3050, 0.1625, -0.0255], [0.6421, 0.3471, -0.2622], [-0.4242, 0.6575, 0.4004], [-0.1390, -0.0027, 0.6370], [-0.0099, -0.3655, -0.0134], [0.1513, 0.2814, 0.0199], [0.6797, 0.0495, -0.1597], [-0.3632, 0.4794, -0.5157], [-0.1750, -0.1134, 0.1381], [0.1961, -0.2253, -0.0053], [0.0589, 0.1362, 0.0545], [0.0803, 0.1015, 0.1635], [-0.5294, 0.7933, -1.3072], [-0.7832, 0.5104, 0.5671], [-0.9260, -0.1841, -0.5182], [-1.7662, -0.0253, 2.7675], [2.5802, 0.4392, -1.6822], [-1.1040, -0.1879, 2.3837], [2.8909, -0.7164, -2.9966], [-0.9291, -0.5569, 0.8377], [-0.1698, -0.2475, -0.1329], [-0.3923, 0.0968, -0.6307], [-0.3311, -0.2596, 1.8642], [1.2697, 0.0904, 1.0369], [-0.1200, -0.2257, 0.4712], [0.3062, 0.1258, -1.1221], [-0.1770, 0.4566, 0.2208], [0.1031, -0.3292, 0.4527], [0.3302, -0.6392, -0.4961], [-0.4709, 0.6123, -0.2407], [-0.5274, 0.4987, 0.2304], [-0.0679, 0.5219, -0.1334], [0.0242, -1.2847, 0.8382], [0.0493, 0.2205, -0.9463], [0.9232, 0.6431, -0.9493], [-0.4105, 0.0995, 0.3148], [0.4565, -0.5866, 0.3725], [-0.0304, 0.0199, -0.0777], [-0.0247, 0.3925, -0.7753], [-0.0634, -0.1974, -0.6521], [-0.1512, -0.1863, 0.1942], [0.0197, 0.1340, 0.1698], [-1.1846, 0.4523, 0.6895], [3.2722, 1.7018, -2.7146], [-1.0026, -1.6466, 0.1267], [0.9625, -0.5681, -0.3655], [-0.9425, -0.1555, 0.4584], [1.0711, 0.9730, -0.2016], [2.8865, -0.8883, 2.3817], [-0.7640, 0.1815, 0.1419], [-2.1400, -0.1895, -0.9564], [-0.3657, -0.7329, -0.2720], [-2.6562, -1.1432, 0.0800], [-0.5231, 0.0338, 0.1737], [0.3103, -0.1191, -0.1175], [0.1868, 0.3687, 0.7766], [-0.0438, -0.2700, 0.3618], [0.0077, 0.6268, -0.3329], [-0.0560, -0.2356, 0.1637], [-0.0213, -0.3787, -0.1261], [-0.1317, 0.2950, -0.2056], [0.7789, 1.2327, -0.0470], [-0.0524, 0.2454, -0.5508], [0.3361, 0.4509, 0.6814], [-0.1475, -0.2860, 0.5295], [0.1539, 0.0757, 0.0027], [0.0147, -0.1788, -0.1302], [0.1753, 0.2067, -0.1094], [0.2381, 0.6757, -0.4101], [0.1778, -0.3160, 0.1836], [0.4837, -0.3694, 0.6539], [-0.8832, -0.0230, -0.9553], [-1.3374, 0.8963, -0.3819], [0.7485, -1.4857, 0.8134], [1.5159, 1.7669, -0.9206], [-2.1503, -1.7569, 0.6478], [1.3874, 1.4442, -0.5710], [-0.2711, -1.2608, -2.3756], [0.4831, -0.5716, -0.5589], [-0.0096, -0.8649, 0.1278], [1.9249, 1.2639, 2.2388], [-1.2456, -0.0514, 0.1268], [-0.2772, 1.3775, 1.3163], [0.0598, 0.3750, 0.5024], [0.3723, -0.2634, -0.2210], [0.4169, -0.5641, -0.0307], [-0.2150, 0.2338, 0.3450], [0.1216, 0.3347, -0.6172], [-0.1418, -0.2491, -0.0797], [-0.3159, 0.6223, 0.0859], [-0.6085, -0.7138, 0.7046], [0.1331, 0.8117, -0.1029], [0.6396, -0.8367, -0.0645], [0.0092, -0.4799, -0.0624], [-1.2138, 0.0120, -0.4315], [0.2267, -0.9515, 0.0486], [0.3511, 0.3982, 0.0787], [0.2250, -0.0514, 0.1881], [-0.0146, 0.2595, -0.5215], [-0.1130, -1.0597, -0.7717], [0.0540, 0.5794, 0.1325], [-0.7682, 0.7882, 0.3581], [0.4152, 1.9744, -0.5105], [0.7607, -1.0962, 0.8665], [-0.1872, 0.5613, -0.2846], [-1.2325, 0.6867, 0.1752], [1.6244, -0.4406, -1.9182], [0.9149, 0.3072, 1.4835], [-0.7490, 0.2844, -0.1140], [0.8513, -0.1139, 0.0007], [-0.0175, -0.4588, -0.8408], [0.4986, -0.3100, 0.1470], [-0.3041, 0.2239, -0.7360], [0.7553, -0.6953, 1.1625], [-1.2654, -0.3616, -0.3577], [-0.4150, -0.3085, 0.4814], [-0.0743, -0.2073, -0.0474], [-0.2255, -0.1254, -0.2100], [-0.0110, 0.6525, 0.0809], [-0.1324, -0.1108, 0.1766], [-0.3391, 0.3492, 0.1209], [0.0507, 0.1320, 0.2152], [-0.5515, -0.4984, -0.4152], [-0.3649, 0.2422, -0.0718], [0.6215, -0.5140, 0.0948], [-0.2769, -0.4902, -0.4744], [-0.1580, -0.2327, 0.8892], [-0.3659, 0.0605, -0.4576], [0.0658, 0.4963, 0.2935], [0.6541, -0.0425, 0.0545], [-0.4393, 0.0915, 0.1329], [-0.1739, -0.0807, 0.2909], [0.9774, -0.3816, -1.0171], [-0.0427, -0.1125, 1.5188], [-0.5444, -0.3634, 0.6135], [-1.2433, 1.3667, -1.0905], [-0.4937, 1.1400, 1.3717], [-0.4106, -0.4663, -1.5491], [2.3054, -2.4446, -3.2650], [-0.8526, 1.5854, 0.9308], [2.1658, -0.2525, 2.1201], [2.2110, -0.4294, -0.3457], [0.3807, 1.0133, 0.5003], [-0.0682, 0.0232, 0.1361], [0.0792, -0.2181, 0.1003], [-0.1766, 0.1170, 0.4871], [-0.8213, -0.0840, -1.2291], [-0.4978, 0.3436, 1.1097], [0.3469, -0.6071, -0.0664], [0.3875, -0.1610, 0.7206], [-0.9359, 0.2375, -0.2203], [-0.1543, -0.1520, -0.3439], [-0.5894, -0.7571, -0.2805], [0.1171, -0.1675, -0.2691], [-1.0250, 0.4360, -0.4380], [-0.3000, 0.2253, -0.8180], [-0.5286, 0.4435, 0.6051], [-0.1619, -0.4664, 0.1828], [0.0765, 0.0991, 0.2835], [0.2043, 0.5127, -0.1671], [-0.2040, -0.4017, -0.1901], [-0.1991, -0.0440, 0.5896], [-0.2121, 1.9662, -0.0819], [-1.3763, -1.2653, 1.7591], [1.3422, 1.0026, -0.3956], [-0.0689, -0.6890, 2.1318], [-0.1816, -0.0225, -1.2719], [-1.2423, 1.1148, -2.0551], [-1.9024, 0.0043, -1.4200], [0.9454, -0.7922, 1.0806], [1.3838, -0.4320, 2.2822], [2.9943, -0.9869, -0.7321], [1.3125, 0.2316, -1.7578], [-0.2099, -0.0605, 0.2137], [0.1106, -0.0358, -0.2352], [0.4486, -0.1546, -0.0760], [-0.2547, -0.4120, 0.1328], [-0.0693, -0.6920, 0.2059], [0.1801, 0.0135, -0.0628], [-0.0481, 0.1519, -0.3516], [-0.3637, -0.7034, 0.2403], [0.5162, 0.1483, 0.3646], [-0.6870, 0.4489, -0.4583], [0.4758, -0.3855, 0.1683], [-0.6586, 0.1227, -0.2261], [-0.0744, -0.1723, -0.8451], [-0.3210, -0.2783, 0.4583], [-0.8757, 0.7237, 0.1235], [0.4393, 0.4546, 0.4151], [-1.1737, -0.1953, -0.3741], [-0.3032, 0.9372, 0.5807], [-0.1162, -0.0599, 0.2751], [1.3599, -0.1918, -0.4319], [-0.7854, 0.7179, -0.5385], [-0.8638, -0.3751, 1.7301], [-0.2628, 0.2896, -0.6838], [0.6471, 1.1205, 0.8015], [0.6593, -2.1787, 0.8291], [-1.7569, 0.2732, -0.1414], [-0.6983, 0.4670, 0.5669], [0.4031, 1.2305, -0.8043], [1.5250, 1.3683, -1.2436], [-0.5483, -0.6988, -0.5902], [-0.8350, 1.2260, 0.0323], [-0.0384, -0.3289, 0.2085], [-0.6103, -0.6752, 0.5927], [-0.0880, -0.0608, -0.4657], [-0.2602, -0.0492, 0.0448], [0.3796, 0.9376, -0.6831], [0.6482, 0.3937, 0.0720], [0.4987, -1.0237, 0.4652], [-0.2105, 0.0048, -0.1778], [0.2315, -1.0656, -0.1234], [-0.4881, 0.1914, -0.2251], [0.0883, -0.3039, -0.0929], [0.1435, 0.2662, 0.5995], [0.1759, -0.5790, -0.0430], [-0.3501, -0.0077, 0.3555], [-0.0268, -0.6908, 0.3767], [0.9196, -0.0352, -0.1901], [-0.0899, 0.0933, -0.0579], [0.2021, -0.3415, -0.3810]]
}